1.
{"formula": "C3H4FN", "method": "wB97M-V/def2-TZVPD", "elements": ["F", "N", "C", "C", "C", "H", "H", "H", "H"], "positions_angstrom": [[1.5286, 0.9469, 0.1616], [-1.8891, 1.3910, -2.4411], [-1.2431, 1.0472, -1.5629], [0.3073, 0.4994, 0.4084], [0.3332, -1.0365, 0.5963], [1.0165, -1.0987, 1.4892], [0.9716, -1.2862, -0.2796], [-0.5357, -1.6509, 0.7941], [-0.4892, 1.1878, 0.8339]], "lumo_energy_ev": [-1.68, -1.68], "total_charge": 0, "homo_energy_ev": [-10.28, -10.28]}



2.
{"formula": "C3H4FN", "method": "wB97M-V/def2-TZVPD", "elements": ["F", "N", "C", "C", "C", "H", "H", "H", "H"], "positions_angstrom": [[-1.8104, 0.2904, 0.1137], [2.9493, 0.4125, -0.0815], [1.9158, -0.0491, 0.0933], [-0.5311, 0.5799, -0.2258], [0.4007, -0.4302, 0.4318], [0.2354, -0.5118, 1.5625], [-0.2300, 1.5489, 0.1542], [-0.3191, 0.5797, -1.2468], [0.3191, -1.3459, -0.0126]], "smiles": "N#CCCF", "lumo_energy_ev": 0.78, "total_charge": 0, "homo_energy_ev": -12.20}



3.
{"formula": "C3H4FN", "method": "wB97M-V/def2-TZVPD", "elements": ["F", "N", "C", "C", "C", "H", "H", "H", "H"], "positions_angstrom": [[-1.2259, -1.3287, -0.3653], [2.2964, -1.0205, 0.0416], [0.2575, 0.5048, -0.4119], [-0.9132, -0.1657, 0.2852], [1.3438, -0.3947, -0.2422], [0.1849, 0.9733, -1.3879], [0.3858, 1.2286, 0.3678], [-0.4807, -0.2637, 1.3544], [-1.8486, 0.4666, 0.3582]], "smiles": "N#CCCF", "lumo_energy_ev": 0.70, "total_charge": 0, "homo_energy_ev": -11.55}



2 comes first in stability; the runner-up is 0.0045 hartree higher.



1.
{"formula": "C2HP", "method": "wB97M-V/def2-TZVPD", "elements": ["P", "C", "C", "H"], "positions_angstrom": [[-1.9269, 0.3626, 0.0868], [-3.1853, -0.6570, -0.0716], [-0.4434, 0.2435, -0.5331], [0.4360, 0.8097, -0.8052]], "lumo_energy_ev": [-2.01, -2.08], "total_charge": 0, "homo_energy_ev": [-9.13, -9.15]}



2.
{"formula": "C2HP", "method": "wB97M-V/def2-TZVPD", "elements": ["P", "C", "C", "H"], "positions_angstrom": [[-0.3738, 0.9545, 0.0745], [0.6328, -0.2385, -0.4814], [1.4399, -0.8541, 0.2654], [-1.6989, 0.1381, 0.1415]], "lumo_energy_ev": -2.23, "total_charge": 0, "homo_energy_ev": -10.02}



2 comes first in stability; the runner-up is 0.1076 hartree higher.



1.
{"formula": "C19H32N4O4", "method": "wB97M-V/def2-TZVPD", "elements": ["O", "O", "O", "O", "N", "N", "N", "N", "C", "C", "C", "C", "C", "C", "C", "C", "C", "C", "C", "C", "C", "C", "C", "C", "C", "C", "C", "H", "H", "H", "H", "H", "H", "H", "H", "H", "H", "H", "H", "H", "H", "H", "H", "H", "H", "H", "H", "H", "H", "H", "H", "H", "H", "H", "H", "H", "H", "H", "H"], "positions_angstrom": [[-0.3752, -5.0161, -0.0075], [0.1370, 1.9223, -0.0231], [-0.1503, 2.7555, -2.0972], [-0.5882, -0.8581, 0.1313], [1.1714, -3.3930, 0.3119], [-1.6605, 0.1014, -1.6458], [-0.5526, -4.0738, -2.7224], [-1.3644, -2.0815, -3.1598], [-1.9008, 1.4328, -1.1150], [1.5164, 2.3338, 0.1392], [-0.5350, 2.1445, -1.1293], [-0.8641, -2.0801, -1.8869], [-2.5807, 1.3800, 0.2547], [1.2438, -2.7517, 2.6904], [-2.3295, 3.8462, 0.7723], [1.4487, -3.8577, 1.6595], [-1.0001, -0.8946, -1.0144], [-0.3282, -3.3245, -1.6025], [0.1609, -3.9730, -0.3588], [-3.3017, 2.6796, 0.6230], [1.9470, -2.2828, -0.1942], [-1.1658, -3.2784, -3.6283], [1.6279, 3.8561, 0.0768], [2.3827, 1.6750, -0.9338], [1.8840, 1.8109, 1.5278], [-4.0805, 2.4776, 1.9217], [3.4468, -2.5724, -0.1832], [-0.3354, -5.0549, -2.8010], [3.4309, 1.8863, -0.7408], [-1.8372, 1.1308, 1.0108], [0.3142, -2.2272, 2.4836], [-2.8601, 4.7425, 1.0875], [2.1214, 2.0572, -1.9170], [-2.5418, 1.9510, -1.8358], [-1.5757, 3.6106, 1.5202], [-4.7999, 1.6687, 1.8181], [1.6310, -2.0908, -1.2208], [1.3527, 4.2143, -0.9115], [2.4663, -4.2560, 1.7149], [1.1918, -3.1850, 3.6855], [2.0604, -2.0338, 2.6723], [2.6508, 4.1548, 0.2885], [-1.8727, -0.0797, -2.6174], [-4.6198, 3.3834, 2.1893], [2.9439, 1.9523, 1.7177], [1.7264, -1.3900, 0.3971], [-1.4423, -3.6036, -4.6111], [-4.0147, 2.9210, -0.1747], [-3.3097, 0.5670, 0.2243], [2.2277, 0.5984, -0.9227], [3.9693, -1.7778, -0.7097], [-1.8299, 4.0628, -0.1688], [3.6560, -3.5150, -0.6843], [0.7496, -4.6757, 1.8461], [1.6405, 0.7537, 1.5894], [-3.4008, 2.2293, 2.7336], [1.3134, 2.3357, 2.2893], [3.8363, -2.6208, 0.8297], [0.9682, 4.3125, 0.8114]], "smiles": "CCN(CC)C(=O)c1[nH]cnc1C(=O)N[C@@H](CC(C)C)C(=O)OC(C)(C)C", "lumo_energy_ev": 0.69, "total_charge": 0, "homo_energy_ev": -9.11}



2.
{"formula": "C19H32N4O4", "method": "wB97M-V/def2-TZVPD", "elements": ["O", "O", "O", "O", "N", "N", "N", "N", "C", "C", "C", "C", "C", "C", "C", "C", "C", "C", "C", "C", "C", "C", "C", "C", "C", "C", "C", "H", "H", "H", "H", "H", "H", "H", "H", "H", "H", "H", "H", "H", "H", "H", "H", "H", "H", "H", "H", "H", "H", "H", "H", "H", "H", "H", "H", "H", "H", "H", "H"], "positions_angstrom": [[-3.9358, 1.9193, 0.5979], [-4.4892, 1.3541, -2.6035], [2.2327, -0.2575, 4.4021], [1.7487, 1.9141, 3.9842], [-1.8372, -0.6167, 0.6292], [-2.2768, -1.0413, -2.5404], [0.8238, 0.3031, 2.7234], [0.4829, -1.0601, -2.9119], [-2.7935, -0.1794, -1.6463], [-0.9666, -1.3661, 2.7689], [-3.7972, 0.8939, -1.7242], [-2.6246, 0.0022, -0.2710], [-0.0045, 1.2749, 2.0428], [0.1729, -0.6705, -4.2826], [1.2900, -2.2663, -2.8106], [-1.1533, 0.0859, -4.4201], [2.5887, 2.2983, 5.0704], [-1.8987, -0.3802, 2.0613], [0.4979, -1.0728, 2.4294], [1.8599, 2.2053, 6.4034], [2.5800, -2.3339, -3.6348], [2.1810, 0.7375, -2.2422], [-3.5703, 1.1277, -0.2432], [-1.4731, 1.0547, 2.3998], [0.8433, 0.0266, -2.0158], [1.6386, 0.5841, 3.7674], [-2.3556, -0.7419, -3.9545], [-1.3905, -1.4814, -2.2978], [-1.6137, 1.2124, 3.4699], [2.3672, -2.2609, -4.6982], [-1.3976, -1.4758, 0.3341], [3.0185, 0.0960, -1.9820], [-1.2882, 0.3398, -5.4724], [0.9713, -0.0607, -4.7304], [0.8356, -0.3831, -0.9993], [1.6014, 1.1695, 6.6091], [0.0941, -1.5923, -4.8650], [1.5348, -2.4056, -1.7540], [-1.2115, -2.3933, 2.4908], [0.6506, -3.1047, -3.1171], [0.6891, -1.2543, 1.3650], [0.1372, 1.1525, 0.9628], [2.5038, 2.5720, 7.1975], [3.2709, -1.5410, -3.3676], [0.9504, 2.8012, 6.3781], [0.3151, 2.2748, 2.3292], [3.4754, 1.6563, 5.0803], [2.2248, 1.6212, -1.6103], [1.1625, -1.7051, 3.0206], [-2.9312, -0.5298, 2.4100], [-1.1266, 1.0202, -3.8577], [2.2855, 1.0548, -3.2766], [-1.1059, -1.2672, 3.8458], [-2.3875, -1.6899, -4.4996], [0.0419, 0.7683, -2.0723], [-2.1041, 1.7646, 1.8676], [-3.2805, -0.1934, -4.1386], [3.0663, -3.2887, -3.4505], [2.8765, 3.3285, 4.8496]], "smiles": "CCOC(=O)N1CCC(Nc2c(NCCCN(CC)CC)c(=O)c2=O)CC1", "lumo_energy_ev": 0.42, "total_charge": 0, "homo_energy_ev": -7.81}



1 comes first in stability; the runner-up is 0.0837 hartree higher.



1.
{"formula": "C22H23N3OS", "method": "wB97M-V/def2-TZVPD", "elements": ["S", "O", "N", "N", "N", "C", "C", "C", "C", "C", "C", "C", "C", "C", "C", "C", "C", "C", "C", "C", "C", "C", "C", "C", "C", "C", "C", "H", "H", "H", "H", "H", "H", "H", "H", "H", "H", "H", "H", "H", "H", "H", "H", "H", "H", "H", "H", "H", "H", "H"], "positions_angstrom": [[2.3534, -2.1778, -0.1958], [-0.7025, -2.5262, -0.7702], [-2.9715, 0.8488, -5.4863], [4.1227, -0.8758, 2.1617], [1.3828, 2.3315, 3.0255], [-0.7985, -0.4984, -2.1435], [-3.7883, -0.0022, -6.3392], [3.0404, -0.4663, 1.9714], [-3.2880, 0.2592, 2.6229], [-0.1882, -1.4376, -1.1180], [-2.7059, 2.1816, -6.0043], [-1.4906, -1.3619, 2.3994], [-2.7873, -1.0410, 2.8300], [-2.2419, 0.3382, -4.3888], [-2.0989, 0.0091, -1.9887], [-0.7278, -0.3918, 1.7040], [-0.1193, -0.3371, -3.3620], [-2.5024, 1.2307, 1.9779], [2.0877, -3.3703, -1.5323], [1.5012, 1.2972, 2.4544], [-2.8674, 0.3103, -3.1271], [1.7357, 0.0322, 1.7910], [1.0730, -0.9311, -0.4481], [-0.8659, -0.0222, -4.5179], [0.6756, -0.8012, 1.4101], [-1.2516, 0.8791, 1.4430], [3.6925, -1.1060, -0.9523], [-4.2551, 0.5386, 3.0245], [-3.2280, -0.4060, -7.2199], [3.9714, -1.6355, -1.8758], [2.5804, -2.9833, -2.4546], [-3.6247, 2.6461, -6.4091], [0.9798, -0.4830, -3.4227], [-1.0805, -2.3407, 2.5828], [-2.4713, 0.1431, -0.9803], [2.5492, -4.3139, -1.1487], [4.5469, -1.0596, -0.2472], [-3.3891, -1.7748, 3.3783], [-4.6784, 0.5416, -6.7142], [-0.4252, -0.0583, -5.5181], [1.0352, -3.5062, -1.6864], [-1.9307, 2.2161, -6.8107], [-3.9428, 0.5492, -3.0848], [-4.1349, -0.8554, -5.7334], [-2.3485, 2.8005, -5.1611], [-2.8394, 2.2795, 1.9141], [-0.7220, 1.5804, 0.7843], [3.3460, -0.0771, -1.1951], [0.7713, -1.9291, 1.5292], [1.5239, -0.0237, -0.8955]], "lumo_energy_ev": -0.33, "total_charge": 0, "homo_energy_ev": -7.13}



2.
{"formula": "C22H23N3OS", "method": "wB97M-V/def2-TZVPD", "elements": ["S", "O", "N", "N", "N", "C", "C", "C", "C", "C", "C", "C", "C", "C", "C", "C", "C", "C", "C", "C", "C", "C", "C", "C", "C", "C", "C", "H", "H", "H", "H", "H", "H", "H", "H", "H", "H", "H", "H", "H", "H", "H", "H", "H", "H", "H", "H", "H", "H", "H"], "positions_angstrom": [[2.3125, 1.0828, -0.1963], [-2.4799, 2.8203, 0.9260], [3.9362, -2.7280, 1.7605], [-2.1390, 1.0535, -0.5358], [0.0009, 0.1518, -0.9599], [-1.3152, 0.1761, -1.1291], [2.5653, -0.7147, 0.0656], [-1.2404, -1.9671, -2.4004], [-1.5977, 1.9741, 0.2659], [-0.2275, 2.0785, 0.4126], [-3.8038, -3.9212, -4.4753], [-0.6086, 3.8629, 2.1040], [4.3841, -2.4277, 0.4103], [-3.1659, -2.8400, -3.6332], [-3.2506, -0.6590, -2.5534], [-0.1368, 4.7764, 3.0487], [-3.8518, -1.6298, -3.3644], [-2.8550, 4.5184, 2.5958], [0.5412, 1.1010, -0.2328], [-1.9328, -0.8141, -2.0541], [-1.9771, 3.6945, 1.8686], [-2.3951, 5.4985, 3.4811], [0.4240, 3.1384, 1.2779], [-1.0146, 5.6223, 3.6922], [-1.8478, -2.9812, -3.1446], [4.2175, -4.1205, 2.1487], [4.1097, -0.9355, 0.1524], [-0.2187, -2.1323, -2.0329], [-3.9247, 4.4038, 2.3704], [0.9192, 3.9011, 0.6787], [-3.1326, 6.1525, 3.9216], [-3.6193, -3.6469, -5.5199], [3.9149, -3.0545, -0.3264], [-3.8125, 0.2521, -2.2831], [-1.2777, -3.8977, -3.4031], [5.4839, -2.6042, 0.3034], [3.7424, -4.4180, 3.0849], [5.3043, -4.1999, 2.3026], [-4.8922, -3.9529, -4.2540], [0.9351, 4.8943, 3.2042], [4.3248, -2.0679, 2.4478], [-4.8219, -1.5195, -3.8181], [2.1815, -1.2422, -0.7918], [1.1780, 2.7210, 1.9698], [4.5995, -0.6036, -0.7881], [-3.3420, -4.8930, -4.2569], [2.0267, -1.1058, 0.9185], [-0.6232, 6.3636, 4.3922], [4.5221, -0.3494, 0.9819], [3.8805, -4.8112, 1.3671]], "smiles": "CNCCCSc1nc(-c2ccc(C)cc2)nc2c1Cc1ccccc1O2", "lumo_energy_ev": 0.48, "total_charge": 0, "homo_energy_ev": -8.42}



2 comes first in stability; the runner-up is 0.2261 hartree higher.